Below is one molecule with the formula C10H11PS, with properties calculated with ωB97M-V/def2-TZVPD.

ΔE to the lowest compared entry with this formula, charge and spin: 463.3 kJ/mol
SMILES string: CSc1ccc(C2(P)C=C2)cc1
molar mass: 194.239 g mol⁻¹
DFT total energy: -30667.105 eV
HOMO-LUMO gap: 8.88 eV
HOMO energy: -8.1 eV

```
23
Properties=species:S:1:pos:R:3:forces:R:3:mulliken_charge:R:1
C 4.156 -1.347 -0.381 -1.176 2.434 0.075 -1.016
S 3.723 0.350 0.155 0.186 -0.172 0.241 -0.108
C 1.910 0.245 0.100 1.657 0.641 1.239 0.443
C 1.286 1.460 0.027 -0.604 0.942 -0.400 -0.855
C -0.103 1.527 -0.106 -0.628 -1.782 0.173 -0.576
C -0.883 0.336 0.041 1.282 -0.862 0.566 0.848
C -2.380 0.390 0.023 -0.521 -2.772 -1.611 0.188
P -3.268 -1.563 0.000 2.562 1.933 -2.119 -0.046
C -3.137 1.493 -0.728 -0.342 -0.553 3.136 -0.566
C -3.128 1.480 0.596 0.516 0.434 -2.299 -0.309
C -0.206 -0.896 0.305 1.560 1.727 -1.034 -0.621
C 1.206 -0.884 0.343 -0.741 -1.106 -1.212 -0.462
H 3.869 -2.032 0.318 -0.495 -1.841 2.018 0.313
H 5.095 -1.564 -0.760 2.104 0.334 -0.374 0.424
H 3.490 -1.374 -1.168 -1.282 -0.889 -2.019 0.344
H 2.007 2.265 0.090 -0.673 0.793 -0.569 0.326
H -0.718 2.340 -0.459 0.561 0.812 0.451 0.380
H -4.451 -0.904 -0.071 -1.405 0.313 0.696 0.023
H -3.030 -1.827 1.310 -0.422 0.018 1.522 0.040
H -3.571 2.088 -1.493 0.263 -0.019 -0.899 0.382
H -3.117 2.066 1.457 -0.563 0.618 1.335 0.345
H -0.575 -1.883 0.147 -1.127 -0.350 0.499 0.259
H 1.827 -1.764 0.254 -0.712 -0.651 0.585 0.248
```
Positions in Å, forces in eV/Å.



Below is an isolated ion of composition CH2NO3S and charge -1, with properties calculated with ωB97M-V/def2-TZVPD.

ΔE to the lowest compared entry with this formula, charge and spin: 115.7 kJ/mol
SMILES string: O=C([O-])NSO
molar mass: 108.098 g mol⁻¹
DFT total energy: -19537.703 eV
HOMO-LUMO gap: 7.51 eV
HOMO energy: -3.6 eV
total charge: -1

```
8
Properties=species:S:1:pos:R:3:forces:R:3:mulliken_charge:R:1
O -0.188 2.214 -2.758 0.406 1.287 -0.148 -0.641
C -0.316 2.013 -1.570 -1.324 -3.821 -4.018 0.658
O -0.225 2.362 -0.476 0.679 2.085 3.779 -0.495
N -0.946 0.329 -1.612 0.392 -0.247 3.074 -0.456
S -1.016 -0.674 -0.198 0.160 1.264 -2.303 0.023
O 0.635 -1.139 0.333 -0.623 0.651 -1.394 -0.573
H -1.055 0.050 -2.586 0.265 -0.949 0.491 0.178
H 1.133 -0.614 -0.325 0.045 -0.270 0.519 0.306
```
Positions in Å, forces in eV/Å.



Below is one molecule with the formula C2H5N3O, with properties calculated with ωB97M-V/def2-TZVPD.

ΔE to the lowest compared entry with this formula, charge and spin: 42.2 kJ/mol
SMILES string: [H]/N=C(/N)C(N)=O
molar mass: 87.082 g mol⁻¹
DFT total energy: -8673.205 eV
HOMO-LUMO gap: 10.38 eV
HOMO energy: -9.6 eV

```
11
Properties=species:S:1:pos:R:3:forces:R:3:mulliken_charge:R:1
H -0.426 1.955 -0.475 -1.852 -0.520 0.577 0.233
N -1.268 1.358 -0.185 1.732 2.514 -0.894 -0.713
C -0.788 0.212 -0.014 0.634 -2.014 -0.154 0.431
N -1.562 -0.875 0.234 -0.299 -1.721 0.236 -0.429
C 0.726 -0.175 -0.072 -0.005 -0.184 0.506 0.613
N 1.650 0.776 0.181 -0.572 1.545 0.328 -0.444
O 1.110 -1.306 -0.249 -0.664 -0.925 -0.265 -0.616
H -2.587 -0.853 0.196 0.964 0.448 -0.067 0.251
H -1.146 -1.823 0.217 -0.192 1.304 -0.003 0.232
H 2.559 0.431 0.454 -0.102 0.166 -0.213 0.242
H 1.357 1.702 0.495 0.355 -0.613 -0.050 0.200
```
Positions in Å, forces in eV/Å.



Which value of ΔE to the lowest compared entry with this formula, charge and spin does entry 1 give? 463.3 kJ/mol